(1)
Below is a cluster of 2 separate species, C6H14O2 in total at a distorted geometry, with properties calculated with wB97M-V/def2-TZVPD.

Structure (ORCA input):
```
! RIJCOSX wB97M-V def2-TZVPD def2/J DEFGRID3
* xyz 0 1
C 0.519 3.014 0.588
C 0.789 1.894 1.622
C -0.361 0.826 1.676
C -1.055 -0.828 -1.670
O -0.080 -1.741 -2.275
C -0.332 0.212 -0.810
C -0.846 0.156 0.460
H 0.240 2.642 -0.385
H -0.222 3.638 1.103
H 1.335 3.710 0.413
H 0.999 2.214 2.639
H 1.623 1.342 1.252
H -0.207 0.072 2.469
H -1.199 1.468 2.045
H -1.710 -1.456 -1.057
H -1.637 -0.447 -2.581
H 0.775 -1.336 -2.315
H 0.457 0.797 -1.195
H -1.784 -0.451 0.450
H 1.749 -2.847 0.252
H 0.330 -2.779 -0.191
O 0.869 -3.056 0.536
*
```

Properties
ΔE to the lowest compared entry with this formula, charge and spin ... 54.19 kcal/mol
SMILES ... CCC/C=C/CO.O
E ... -10542.2667 eV
Molar mass ... 118.18 g mol⁻¹


(2)
Below is a cluster of 2 separate species, C7H18N5 in total at a distorted geometry, with properties calculated with wB97M-V/def2-TZVPD.

Structure (ORCA input):
```
! RIJCOSX wB97M-V def2-TZVPD def2/J DEFGRID3
* xyz 1 1
C 2.664 0.336 2.352
C -1.659 -0.264 -1.695
C -0.408 -1.003 0.572
C -1.802 -1.760 -1.879
C -0.535 -2.468 0.036
C 1.007 3.009 0.429
C 0.053 2.279 -0.624
N 2.067 -0.505 1.837
N -0.419 0.021 -0.450
N 3.297 1.313 2.984
N -0.485 1.186 0.123
N -1.832 -2.616 -0.668
H -1.343 0.294 -2.488
H -2.588 0.098 -1.183
H -1.217 -0.723 1.180
H 0.600 -0.999 1.189
H -2.618 -1.905 -2.663
H -1.008 -2.035 -2.467
H 0.405 -2.632 -0.657
H -0.388 -3.329 0.692
H 1.659 3.655 -0.134
H 0.501 3.685 1.068
H 1.444 2.411 1.112
H -0.742 2.820 -1.059
H 0.633 2.035 -1.626
H 0.351 -0.112 -1.208
H 3.447 2.104 2.370
H 3.683 1.056 3.866
H -2.589 -2.436 -0.056
H -2.178 -3.512 -0.954
*
```

Properties
ΔE to the lowest compared entry with this formula, charge and spin ... 100.58 kcal/mol
E ... -14988.7113 eV
Molar mass ... 172.26 g mol⁻¹


(3)
Below is a structure of composition C26H16ClF9NO5PSV at a distorted geometry, with properties calculated with wB97M-V/def2-TZVPD.

Structure (ORCA input):
```
! RIJCOSX wB97M-V def2-TZVPD def2/J DEFGRID3
* xyz 2 2
V 0.233 0.225 0.127
O 2.048 0.587 0.096
N 2.950 0.070 0.921
C 4.265 0.198 0.636
C 5.185 -0.330 1.501
C 4.749 -0.991 2.651
C 3.400 -1.113 2.915
C 2.488 -0.567 2.021
S 0.773 -0.588 2.188
H 4.484 0.722 -0.282
H 6.238 -0.239 1.279
H 5.472 -1.413 3.336
H 3.039 -1.630 3.794
O 0.329 -1.536 -0.984
Cl -1.105 -1.909 -0.841
O -1.260 -3.081 -0.132
O -1.795 -1.782 -2.033
O -1.471 -0.688 0.069
F 2.061 6.782 -3.315
C 1.960 7.001 -1.994
F 3.208 7.113 -1.493
F 1.325 8.163 -1.801
C 1.242 5.855 -1.309
C 1.457 4.559 -1.758
C 0.852 3.503 -1.100
C 0.031 3.742 0.000
C -0.197 5.050 0.429
C 0.415 6.106 -0.222
P -0.861 2.392 0.782
C -2.585 2.472 0.277
C -2.895 2.100 -1.030
C -4.188 2.229 -1.503
C -5.169 2.739 -0.666
C -4.867 3.129 0.633
C -3.575 2.999 1.111
C -6.601 2.877 -1.149
F -6.709 2.583 -2.451
F -7.041 4.131 -0.959
F -7.403 2.046 -0.459
C -0.676 2.467 2.574
C -1.558 1.745 3.383
C -1.313 1.641 4.740
C -0.190 2.252 5.285
C 0.681 2.981 4.489
C 0.445 3.079 3.127
C 0.127 2.081 6.757
F 0.993 1.050 6.906
F 0.707 3.177 7.258
F -0.965 1.809 7.472
H 2.085 4.382 -2.621
H 1.026 2.497 -1.472
H -0.855 5.247 1.267
H 0.243 7.122 0.104
H -2.129 1.711 -1.694
H -4.433 1.940 -2.515
H -5.642 3.540 1.267
H -3.347 3.324 2.114
H -2.421 1.251 2.960
H -1.990 1.085 5.375
H 1.541 3.468 4.929
H 1.133 3.638 2.504
*
```

Properties
ΔE to the lowest compared entry with this formula, charge and spin ... 2.19 kcal/mol
E ... -121718.3870 eV
Molar mass ... 742.84 g mol⁻¹
⟨S²⟩ ... 0.84